The following is a quantum chemistry calculation of one molecule with the formula C4H5NO, from OMol25.

Structure (ORCA input):
```
! wB97M-V def2-TZVPD RIJCOSX def2/J DEFGRID3
* xyz 0 1
C 2.30 1.00 -0.10
C 1.19 0.58 0.06
C -1.27 0.85 0.25
C -0.38 -1.37 -0.02
N -0.23 0.01 0.19
O -2.44 0.54 0.28
H 3.18 1.62 -0.02
H -0.88 1.92 0.08
H -0.84 -1.62 -1.06
H 0.62 -1.80 -0.22
H -1.24 -1.74 0.57
*
```

Its relative energy (zero: lowest compared OMol25 entry of this formula, charge and spin) is 327.5 kJ/mol. The SMILES is C#CN(C)C=O. The HOMO-LUMO gap is 10.43 eV.

---

The following is a quantum chemistry calculation of one molecule with the formula C4H5NO, from OMol25.

Structure (ORCA input):
```
! wB97M-V def2-TZVPD RIJCOSX def2/J DEFGRID3
* xyz 0 1
C 0.70 1.16 0.24
C 0.54 -1.15 0.23
C -0.20 0.00 0.75
O -1.49 0.07 0.05
N -1.45 -0.82 -0.92
C -0.32 -1.48 -0.87
H 1.45 1.39 1.00
H 1.23 0.89 -0.68
H 0.08 2.03 0.06
H -0.42 0.08 1.81
H -0.13 -2.19 -1.67
*
```

Its relative energy (zero: lowest compared OMol25 entry of this formula, charge and spin) is 462.1 kJ/mol. The HOMO-LUMO gap is 8.36 eV.

---

The following is a quantum chemistry calculation of one molecule with the formula C4H5NO, from OMol25.

Structure (ORCA input):
```
! wB97M-V def2-TZVPD RIJCOSX def2/J DEFGRID3
* xyz 0 1
N -0.86 -1.30 -1.31
C -0.28 -0.42 -0.42
C 0.97 0.11 -0.29
C 0.93 0.89 0.91
C -0.34 0.80 1.31
O -1.10 -0.04 0.59
H -1.87 -1.21 -1.36
H -0.44 -1.27 -2.23
H 1.81 -0.04 -0.94
H 1.71 1.51 1.33
H -0.52 0.99 2.40
*
```

Its relative energy (zero: lowest compared OMol25 entry of this formula, charge and spin) is 95.0 kJ/mol. The SMILES is Nc1ccco1. The HOMO-LUMO gap is 8.74 eV.